1.
Here is a structure of composition C29H36BNO6PtSSi from OMol25. Energies are from ωB97M-V/def2-TZVPD.

```
76
Properties=species:S:1:pos:R:3:forces:R:3
Pt 1.244300 -2.066213 0.497912 -0.019 -0.070 0.029
C 2.674624 -1.481290 -0.818570 -0.006 -0.035 0.018
Si 3.246392 0.133525 -0.135711 0.005 0.063 0.015
C 1.533172 0.898895 0.141248 -0.008 -0.048 -0.023
N 0.685582 -0.114010 0.856272 -0.008 0.016 -0.011
C -0.738822 0.004393 0.426146 -0.030 0.024 0.012
C -1.321937 1.396885 0.668574 -0.041 -0.017 0.003
C -0.873968 1.983732 2.017573 0.002 0.009 0.011
C -0.414043 0.860883 2.937613 -0.026 -0.045 -0.026
C 0.764669 0.079299 2.354245 0.025 -0.003 0.048
C 4.208267 1.259246 -1.289733 -0.025 -0.007 -0.010
C 5.528129 1.643921 -1.047638 -0.005 -0.018 0.012
C 6.215225 2.456126 -1.940173 0.000 -0.001 -0.001
C 5.592015 2.899722 -3.096684 -0.003 0.000 -0.002
C 4.282137 2.523628 -3.362171 0.009 0.001 -0.007
C 3.603479 1.710596 -2.467732 -0.002 0.001 0.012
C 4.134458 -0.022095 1.504764 0.010 0.041 0.008
C 4.482691 1.127494 2.222401 0.008 -0.006 0.000
C 5.070398 1.043361 3.475711 -0.003 -0.004 -0.005
C 5.323925 -0.202037 4.036723 -0.002 -0.005 -0.004
C 4.990903 -1.354028 3.340034 0.009 0.002 0.004
C 4.401829 -1.262574 2.085444 -0.016 -0.006 -0.017
H 3.431581 -2.264939 -0.899405 -0.012 -0.009 -0.033
H 2.231961 -1.339442 -1.811185 -0.011 -0.020 -0.005
H 1.094303 1.046717 -0.850092 0.014 0.008 0.003
H 1.496199 1.858028 0.658099 0.008 0.011 0.001
H -1.295293 -0.750626 0.982122 -0.003 -0.025 0.017
H -0.794721 -0.266151 -0.628037 0.016 0.003 -0.004
H -2.407854 1.286625 0.646558 -0.008 0.006 -0.020
H -1.065892 2.068872 -0.151733 0.026 0.002 0.006
H -1.691545 2.539730 2.477709 0.007 -0.001 0.008
H -0.061423 2.699580 1.874924 0.010 -0.003 -0.001
H -1.250553 0.178565 3.114699 0.018 0.014 0.011
H -0.113762 1.239927 3.915300 0.001 0.021 -0.004
H 0.809792 -0.905289 2.819209 -0.001 0.005 -0.012
H 1.712384 0.575086 2.558940 -0.011 0.013 -0.008
H 6.030757 1.300878 -0.150802 0.000 0.006 0.013
H 7.239003 2.740881 -1.733045 0.001 -0.001 0.002
H 6.126067 3.533362 -3.793180 0.001 0.001 0.000
H 3.793978 2.860837 -4.267773 -0.004 0.000 0.001
H 2.584353 1.416848 -2.699555 0.003 0.007 -0.008
H 4.290227 2.108148 1.796861 0.002 0.001 -0.007
H 5.330441 1.945677 4.014787 0.002 -0.001 0.001
H 5.780859 -0.273410 5.015523 0.000 0.003 0.002
H 5.185377 -2.326286 3.774378 0.001 -0.002 0.000
H 4.133409 -2.171697 1.559620 -0.001 -0.002 0.002
C -5.230022 1.584497 -0.351687 -0.006 0.013 -0.001
C -5.693244 0.523385 -1.358561 -0.012 0.002 -0.009
C -6.074170 1.234224 -2.657361 0.009 -0.001 0.005
C -6.943741 -0.180759 -0.812723 0.007 0.000 0.003
C -4.583749 -0.509821 -1.563905 0.003 0.006 -0.012
C -4.017799 -0.761644 -2.812483 -0.023 0.002 0.007
C -3.024329 -1.724448 -3.012465 0.012 -0.004 0.009
C -2.612089 -2.425554 -1.909283 -0.016 0.013 -0.025
O -1.658334 -3.412104 -1.808789 0.072 -0.051 0.032
B -1.627623 -3.730218 -0.461672 -0.021 0.069 -0.045
O -2.551032 -2.998211 0.270059 0.041 -0.022 -0.003
C -3.155403 -2.180027 -0.658094 -0.019 0.023 0.025
C -4.133562 -1.240789 -0.453891 0.036 -0.006 0.020
H -6.025860 2.312574 -0.180729 0.001 0.001 0.001
H -4.355282 2.118908 -0.727964 0.008 -0.003 0.003
H -4.972043 1.142147 0.612023 -0.002 0.001 0.000
H -6.865200 1.957626 -2.453717 -0.002 0.000 0.001
H -6.449384 0.534065 -3.405502 -0.002 0.000 -0.001
H -5.229161 1.777992 -3.083681 0.003 -0.001 -0.003
H -7.752073 0.540662 -0.676449 0.000 0.002 0.002
H -6.751720 -0.653690 0.151057 0.001 -0.006 -0.001
H -7.285400 -0.952615 -1.504294 -0.002 0.000 -0.002
H -4.355937 -0.204438 -3.673574 -0.001 0.004 0.000
H -2.602186 -1.908557 -3.990551 0.003 -0.004 0.000
H -4.537107 -1.086045 0.538292 -0.006 -0.002 -0.004
O 0.365429 -5.723170 1.876103 0.002 0.008 0.023
S 0.299284 -4.504991 1.162603 -0.044 0.133 0.065
O -0.822791 -4.722680 0.040431 0.049 0.024 0.038
O 1.525871 -4.146320 0.388145 -0.045 0.027 -0.018
O -0.104405 -3.281350 1.888504 0.023 -0.153 -0.143
```
Positions in Å, forces in eV/Å.

Output
- HOMO (eV) = -8.7965
- HOMO-LUMO gap (eV) = 9.165



2.
Here is a structure of composition C29H36CoFN5OS from OMol25. Energies are from ωB97M-V/def2-TZVPD.

```
74
Properties=species:S:1:pos:R:3:forces:R:3
Co -0.770553 0.508143 0.593131 0.658 0.417 -0.090
C -3.489435 -2.257660 2.412304 0.028 0.016 -0.106
C -2.618672 -1.473809 1.479662 0.397 -0.135 0.759
N -1.517668 -0.906769 1.849299 -0.413 -0.262 -0.157
N -1.106547 -1.045826 3.116780 -0.093 -0.609 0.668
C -0.079075 -0.299435 3.461756 0.093 0.520 -0.354
N 0.393245 -0.486121 4.721397 -0.018 -0.141 0.080
S 0.652474 0.946737 2.519604 0.000 -0.068 0.114
C -2.976583 -1.307887 0.074664 -0.164 0.287 -0.792
C -3.931679 -2.107784 -0.553896 0.118 0.000 0.395
C -4.213263 -1.914698 -1.891156 0.093 0.184 -0.227
C -3.528022 -0.928433 -2.587010 -0.195 -0.218 0.092
C -2.593810 -0.173677 -1.901462 0.067 0.186 -0.048
N -2.329730 -0.336305 -0.608299 -0.328 -0.317 -0.004
H -3.085176 -2.186010 3.416899 -0.018 -0.033 -0.008
H -3.531361 -3.310359 2.123662 -0.006 -0.011 0.013
H -4.507695 -1.863264 2.399594 -0.020 -0.034 -0.027
H 0.152251 -1.345199 5.189790 -0.056 0.020 -0.056
H 1.283343 -0.073508 4.934734 0.015 0.029 -0.001
H -4.435913 -2.877104 0.013758 -0.017 0.004 -0.017
H -4.955672 -2.523807 -2.389623 0.002 -0.022 0.013
H -3.721457 -0.739091 -3.632797 0.050 0.010 -0.009
H -2.041368 0.606586 -2.411466 0.027 -0.009 0.034
C 3.924454 2.153166 0.707225 -0.121 0.013 -0.059
C 3.401629 1.609905 -0.627082 0.135 -0.036 0.048
C 4.363255 1.947119 -1.771633 -0.128 0.018 0.042
C 3.158376 0.113186 -0.527572 -0.193 -0.076 0.082
C 4.266813 -0.710714 -0.368783 0.018 -0.015 -0.028
C 4.141852 -2.080494 -0.231040 0.046 -0.043 0.005
C 2.881067 -2.647640 -0.237127 0.021 -0.061 0.028
C 1.743292 -1.865948 -0.380242 -0.085 0.227 -0.133
C 0.387205 -2.532557 -0.482191 0.143 -0.140 -0.036
C 0.134264 -2.966701 -1.929556 -0.133 0.099 0.075
C 0.208235 -3.699540 0.488840 -0.006 0.127 -0.029
C 1.869006 -0.468711 -0.537248 0.294 -0.137 0.028
N 0.712549 0.329165 -0.671409 -0.137 0.435 -0.237
C 0.569052 1.054994 -1.829201 0.160 -0.330 -0.224
C 1.105279 0.671701 -3.075841 -0.044 0.117 0.118
C 0.887456 1.421800 -4.217865 0.033 0.016 -0.054
C 0.142465 2.593130 -4.177464 -0.003 0.020 -0.109
C -0.397569 3.008760 -2.966544 -0.052 0.035 0.062
C -0.182753 2.241895 -1.848419 0.259 -0.263 -0.049
F -0.709473 2.641430 -0.648112 -0.142 0.032 0.046
H 4.077575 3.232848 0.640409 0.026 0.003 0.022
H 4.874211 1.687343 0.976804 0.014 0.003 0.008
H 3.204832 1.952015 1.502545 0.069 0.001 0.028
H 2.465424 2.120842 -0.829422 -0.161 -0.041 -0.015
H 5.359825 1.545242 -1.583276 0.026 0.006 -0.012
H 4.452760 3.029585 -1.884204 0.020 -0.002 0.003
H 4.001423 1.534525 -2.714114 0.008 0.006 -0.030
H 5.256756 -0.270781 -0.343970 -0.005 0.029 -0.013
H 5.022063 -2.702379 -0.124403 -0.005 0.006 0.022
H 2.782766 -3.723002 -0.145867 -0.017 0.007 0.029
H -0.359400 -1.788647 -0.234212 -0.051 0.044 0.005
H 0.898265 -3.675989 -2.254816 -0.009 -0.020 -0.016
H 0.161385 -2.102406 -2.597048 0.013 -0.031 -0.013
H -0.847572 -3.439894 -2.026446 0.014 -0.025 -0.018
H 0.763495 -4.582462 0.166656 0.001 -0.024 0.033
H -0.848186 -3.973669 0.549350 0.002 -0.057 -0.024
H 0.544271 -3.422189 1.489074 -0.022 -0.032 0.024
H 1.695794 -0.234886 -3.117573 0.016 0.001 -0.009
H 1.306319 1.084000 -5.158066 0.013 0.019 0.006
H -0.010189 3.183058 -5.070681 -0.016 -0.004 0.005
H -0.969128 3.924570 -2.885102 -0.016 -0.018 0.032
C -2.229468 4.041945 2.132659 -0.049 -0.005 -0.134
C -2.359957 2.571225 2.411387 0.026 0.156 0.249
C -2.502921 2.155325 3.843690 -0.110 -0.215 -0.015
O -2.317572 1.759579 1.505935 -0.250 0.273 0.013
H -2.599038 4.647793 2.956389 0.037 0.032 0.008
H -2.755231 4.289789 1.211359 0.028 -0.018 -0.005
H -1.170835 4.261330 1.972218 0.025 -0.039 0.040
H -3.259915 2.756520 4.348358 0.019 0.037 -0.003
H -1.545547 2.322861 4.344535 0.024 0.063 -0.035
H -2.746324 1.097261 3.917744 0.044 -0.003 -0.033
```
Positions in Å, forces in eV/Å.

Output
- ⟨S²⟩ = 3.762
- HOMO (alpha / beta) (eV) = -6.7122 / -6.8102
- ΔE to the lowest compared entry with this formula, charge and spin (kJ/mol) = 0.0
- HOMO-LUMO gap (alpha / beta) (eV) = 6.498 / 6.508
- spin multiplicity = 4



3.
Here is a cluster of 2 separate species, C29H36F3O5 in total at a distorted geometry from OMol25. Energies are from ωB97M-V/def2-TZVPD.

```
73
Properties=species:S:1:pos:R:3:forces:R:3
C 4.566444 0.594002 -1.247550 -0.049 -0.100 -0.183
C 3.341585 1.226240 -0.571786 -0.432 -0.075 -0.112
C 3.272948 0.708959 0.865097 -0.085 -0.106 0.216
C 3.545062 2.745005 -0.532660 -0.119 0.184 -0.138
C 2.036066 0.883395 -1.343485 -0.493 -0.442 0.864
C 0.960349 0.278334 -0.751181 1.319 0.308 0.222
C -0.232627 -0.102049 -1.471177 -1.736 -1.057 1.234
C -1.217807 -0.779900 -0.743398 2.992 1.713 -1.708
C -2.464319 -1.252273 -1.330245 -3.113 -1.203 -0.242
F -3.232238 -1.940307 -0.410884 1.089 0.956 -1.430
F -3.272974 -0.240866 -1.823717 1.039 -0.944 0.409
F -2.289836 -2.133344 -2.387095 0.088 0.882 0.793
C -0.299618 0.236238 -2.879400 0.428 0.433 -1.079
C 0.718456 0.878967 -3.534658 -1.081 -0.507 -0.061
C 0.650862 1.251063 -5.044820 -0.015 -0.082 0.281
C 0.711362 2.775396 -5.226368 -0.021 0.158 0.243
C -0.647573 0.755586 -5.681457 -0.139 -0.044 -0.015
C 1.820281 0.634904 -5.830570 0.137 -0.166 0.170
C 1.932905 1.247794 -2.775650 1.428 0.924 -0.615
O 2.862650 1.872946 -3.337762 -1.335 -0.900 0.803
H 4.698784 0.998313 -2.254518 0.013 -0.167 0.174
H 5.462569 0.818824 -0.658297 -0.101 -0.022 -0.035
H 4.458412 -0.494961 -1.299116 0.042 0.099 -0.044
H 2.454428 1.169870 1.434963 0.119 -0.133 -0.130
H 3.150198 -0.382593 0.901373 -0.032 0.244 -0.042
H 4.204781 0.948636 1.391315 -0.092 0.002 -0.137
H 2.686848 3.238441 -0.063299 0.092 -0.017 -0.060
H 4.438357 2.983713 0.053587 -0.053 -0.032 -0.027
H 3.675602 3.132288 -1.547471 -0.051 0.013 0.241
H 0.961505 0.010897 0.316116 0.126 0.164 -0.506
H -1.031794 -1.021551 0.294559 -0.279 -0.117 0.050
H -1.198516 -0.055360 -3.427115 0.306 0.127 0.221
H 1.650273 3.169796 -4.830235 -0.199 -0.002 -0.067
H 0.649917 3.020990 -6.293633 -0.025 -0.050 0.138
H -0.130477 3.256080 -4.711122 0.158 -0.026 -0.094
H -0.736313 -0.335407 -5.618948 -0.058 0.154 0.030
H -1.526143 1.220055 -5.217978 0.092 -0.145 -0.049
H -0.656217 1.026474 -6.744433 0.039 -0.023 0.174
H 1.795494 -0.460332 -5.759882 0.060 0.167 -0.035
H 1.734920 0.915589 -6.888086 -0.024 -0.067 0.159
H 2.775539 1.002693 -5.447830 -0.153 -0.142 -0.106
C -0.165559 2.583530 3.674102 0.262 0.348 0.168
C -1.279773 2.013514 2.846715 0.097 -0.239 0.002
O -1.139155 0.587863 2.920616 -0.029 0.842 0.102
C -2.051626 -0.052872 2.170714 -0.391 -1.427 -0.499
C -2.053638 -1.522946 2.256595 2.230 0.913 0.278
C -0.887088 -2.285780 2.720436 -2.170 0.362 -0.132
O -0.912639 -3.481672 2.998809 0.633 0.275 -0.137
O 0.244830 -1.559156 2.906745 0.924 -0.676 0.562
C 1.172722 -2.304916 3.742297 -0.238 0.261 -0.554
C 2.357998 -1.411735 3.961298 0.276 0.418 0.439
C -3.325394 -2.126848 2.418323 -1.843 -0.763 0.308
C -3.487712 -3.539906 2.546115 -0.317 0.359 0.039
C -4.561847 -4.053683 3.265125 -0.399 0.580 -0.006
C -5.563646 -3.200221 3.762925 -0.151 -0.270 -0.097
C -5.566860 -1.854250 3.375321 0.323 -0.501 -0.168
C -4.492427 -1.337239 2.665079 0.023 -0.312 0.156
O -2.839867 0.589498 1.481132 0.328 0.031 0.081
H -0.284140 3.669412 3.694394 0.142 0.033 0.104
H -0.207621 2.206535 4.704071 0.032 0.064 -0.243
H 0.817498 2.352888 3.248057 -0.156 -0.031 0.099
H -2.256182 2.319532 3.258049 0.251 -0.166 -0.299
H -1.221939 2.318938 1.792116 -0.099 0.076 0.332
H 0.681728 -2.524346 4.705182 0.145 -0.133 -0.428
H 1.417910 -3.243961 3.228261 0.008 0.223 0.321
H 3.149995 -1.946585 4.493439 -0.014 -0.036 -0.098
H 2.766932 -1.003530 3.032082 -0.110 -0.151 0.123
H 2.055555 -0.577602 4.607775 0.125 -0.001 -0.245
H -2.744337 -4.211125 2.125032 -0.199 0.262 0.342
H -4.616303 -5.126188 3.451594 -0.022 0.196 -0.044
H -6.367044 -3.592769 4.391530 0.198 0.051 -0.237
H -6.393729 -1.190783 3.631837 0.123 -0.219 -0.011
H -4.526787 -0.296143 2.353049 0.135 -0.328 0.233
```
Positions in Å, forces in eV/Å.

Output
- charge = -1
- HOMO (eV) = -3.3941
- ΔE to the lowest compared entry with this formula, charge and spin (kJ/mol) = 0.0
- HOMO-LUMO gap (eV) = 4.383